# 1
# C4H5NO3

C4H5NO3 in the gas phase in a non-equilibrium geometry (ωB97M-V with the def2-TZVPD basis set, the Open Molecules 2025 dataset).

As for the electronic energy: -435.70952 Eh. Its energy above the lowest of the compared OMol25 structures with the same formula, charge and spin is 5.7412 eV. The calculation puts the HOMO-LUMO gap at 9.385 eV.

CARTESIAN COORDINATES (ANGSTROEM)
C 0.155 0.171 0.438
C 1.628 -0.176 0.516
C -0.209 0.967 -0.662
C -1.343 0.295 -1.257
H 0.491 -1.390 2.108
H 2.257 0.380 -0.253
H 0.269 1.935 -1.038
H -1.904 -0.566 -0.717
H -2.126 0.747 -1.901
N -0.777 -0.232 1.217
O -0.548 -1.417 2.046
O 2.241 -0.748 1.432
O -0.135 0.032 -1.930

# 2
# C3H7FINO

A molecular structure, C3H7FINO in a non-equilibrium geometry (ωB97M-V with the def2-TZVPD basis set, the Open Molecules 2025 dataset).

As for the electronic energy: -646.01060 Eh. Its energy above the lowest of the compared OMol25 structures with the same formula, charge and spin is 0.6132 eV. The calculation puts the HOMO-LUMO gap at 7.965 eV.

CARTESIAN COORDINATES (ANGSTROEM)
C 0.232 -2.378 0.072
C 0.121 2.568 -0.033
C -0.005 0.112 0.179
N 0.419 -0.985 -0.470
O 0.459 1.199 -0.445
F -0.012 0.162 1.483
I -2.820 -0.132 -0.163
H 1.123 -2.766 0.621
H -0.659 -2.559 0.736
H 0.136 -3.099 -0.808
H 0.413 2.896 0.948
H -0.989 2.832 -0.056
H 0.812 3.074 -0.661
H 0.768 -0.923 -1.405

# 3
# C10H18N

2 unconnected molecules or ions with the total composition C10H18N in a non-equilibrium geometry (ωB97M-V with the def2-TZVPD basis set, the Open Molecules 2025 dataset).

As for the electronic energy: -446.05657 Eh. Its expectation value of S² is 2.013. Its spin multiplicity is 3. The calculation puts the HOMO-LUMO gap (spin up / spin down) at 6.064 / 7.923 eV. Its net charge is +1.

CARTESIAN COORDINATES (ANGSTROEM)
C 1.205 2.947 0.375
C 2.423 2.281 0.918
C 0.157 2.254 0.838
C 1.952 1.124 1.587
C 0.603 1.109 1.592
C 0.054 0.350 -1.818
C -1.640 -1.009 0.763
C -1.990 -1.588 -1.534
C -0.149 -2.693 -0.309
C 0.065 -0.340 -0.684
N -0.981 -1.480 -0.443
H 1.163 3.888 -0.142
H 2.895 3.063 1.452
H -0.947 2.472 0.463
H 2.530 0.502 2.245
H 0.031 0.595 2.306
H 3.237 2.069 0.182
H -0.646 0.214 -2.631
H 0.775 1.259 -2.021
H -1.305 -1.609 1.531
H -1.327 0.017 0.836
H -2.613 -1.281 0.641
H -2.507 -2.504 -1.391
H -2.539 -0.667 -1.484
H -1.669 -1.571 -2.549
H -0.547 -3.572 0.083
H 0.154 -2.994 -1.271
H 0.829 -2.565 0.358
H 0.787 -0.271 0.102

# 4
# C5H7IO

C5H7IO in the gas phase in a non-equilibrium geometry (ωB97M-V with the def2-TZVPD basis set, the Open Molecules 2025 dataset).

As for the electronic energy: -567.41456 Eh. Its energy above the lowest of the compared OMol25 structures with the same formula, charge and spin is 4.7414 eV. The calculation puts the HOMO-LUMO gap at 8.003 eV.

CARTESIAN COORDINATES (ANGSTROEM)
C 1.323 -0.255 1.722
C -0.417 0.863 0.176
C 1.565 -1.105 0.525
C 0.221 -1.391 -0.040
C -1.406 1.962 -0.136
O -0.585 -0.286 -0.478
I 3.010 1.085 1.974
H 2.272 -0.708 -0.283
H 1.751 -2.152 0.869
H 0.259 -2.096 -0.847
H -0.321 -1.857 0.683
H -1.787 1.762 -1.143
H -0.746 2.822 -0.161
H -2.064 2.195 0.699